# 1
C5H9N3 in the gas phase at a distorted geometry. Source: OMol25; level of theory: ωB97M-V/def2-TZVPD.

Atoms and positions in Å:
C1 1.8156 -0.2936 0.0160
C2 -0.4136 -1.4931 -1.0079
C3 0.3452 -0.1640 -0.1451
N1 -1.7471 -1.6976 -0.8406
C4 0.0294 1.9084 0.8749
C5 -0.6908 2.4804 1.8328
N2 -0.5577 0.6878 0.0429
N3 0.3591 -2.2097 -1.7284
H1 -2.2301 -0.9090 -0.4191
H2 -2.2477 -2.1466 -1.5979
H3 -0.1444 -2.9863 -2.1694
H4 0.9791 2.3298 0.5563
H5 2.0891 -0.1299 1.0608
H6 2.3198 0.4377 -0.6198
H7 2.1281 -1.2994 -0.2784
H8 -1.6410 2.0579 2.1462
H9 -0.3931 3.4273 2.2765

Atoms 1-3, force components in eV/Å:
-0.0304 -0.0117 0.3847
2.5782 0.8834 0.4843
-2.8790 -3.8152 -3.0787

SMILES string = [H]/N=C(N)/C(C)=N/C=C
Energy relative to the best compared isomer or geometry (same formula, charge and spin) = 213.3 kJ/mol
HOMO = -9.2899 eV
Calculated total energy = -9799.256 eV
Frontier orbital gap = 10.34 eV
Maximum force = 0.1106 hartree/bohr



# 2
9 unconnected molecules or ions with the total composition C4H26N2O10 at a distorted geometry. Source: OMol25; level of theory: ωB97M-V/def2-TZVPD.

Atoms and positions in Å:
N1 -2.4709 -0.1936 0.9820
C1 -2.0388 -1.2960 0.1534
C2 -2.4773 -1.3213 -1.3088
N2 -1.9330 -0.2279 -2.1209
C3 -0.9292 -0.5509 -3.0993
C4 0.5002 -0.4469 -2.5618
O1 0.6503 0.7413 -1.9878
O2 1.3420 -1.3169 -2.5460
H1 -2.6525 0.6719 0.4747
H2 -3.4326 -0.3502 1.3014
H3 -2.0425 -2.3295 0.4946
H4 -0.9358 -1.2553 0.1462
H5 -2.0575 -2.2705 -1.6500
H6 -3.5484 -1.2359 -1.4743
H7 -1.5301 0.5832 -1.6994
H8 -0.8845 0.2781 -3.8275
H9 -1.0236 -1.4048 -3.7687
H10 1.4835 0.9119 -1.5018
H11 -0.3342 -3.2569 1.8782
H12 0.1116 -2.2154 3.0036
O3 -0.4828 -2.9319 2.7691
H13 2.9069 2.6481 -0.2170
H14 1.7167 3.1740 0.6597
O4 2.4213 3.4289 0.0556
H15 -1.7504 3.5523 -0.3068
H16 -1.0353 2.4047 -0.9673
O5 -1.7107 3.0744 -1.1434
H17 -0.2117 0.7017 0.9661
H18 0.8102 1.5137 1.6813
O6 0.3719 1.4526 0.8087
H19 2.4949 0.5537 3.1972
H20 3.2778 1.5650 2.3003
O7 2.4527 1.4156 2.7717
H21 -1.4559 0.8294 3.8807
H22 -1.4046 -0.1354 2.7308
O8 -0.9990 0.0290 3.6015
H23 3.8039 1.2212 -0.4139
H24 3.4970 -0.0692 -1.1773
O9 3.1057 0.7688 -0.8982
H25 2.0514 -2.6269 -1.1202
H26 2.1195 -2.7878 0.3728
O10 2.2241 -3.2965 -0.4387

Atoms 1-3, force components in eV/Å:
-1.7102 -0.0111 1.0294
1.7817 -0.0710 -1.3980
0.8598 0.7915 0.1950

SMILES string = NCCNCC(=O)O.O.O.O.O.O.O.O.O
Energy relative to the best compared isomer or geometry (same formula, charge and spin) = 331.2 kJ/mol
HOMO = -8.8746 eV
Calculated total energy = -28024.721 eV
Frontier orbital gap = 8.51 eV
Maximum force = 0.0456 hartree/bohr



# 3
2 unconnected molecules or ions with the total composition C4H5ClF4IP at a distorted geometry. Source: OMol25; level of theory: ωB97M-V/def2-TZVPD.

Atoms and positions in Å:
C1 0.0677 1.5435 -0.6217
C2 0.9692 0.3708 -0.9490
C3 1.6243 -0.2581 0.2498
C4 2.9245 -0.9014 0.1945
F1 0.2347 -0.5963 -1.6082
F2 1.9037 0.7428 -1.8718
F3 1.3454 0.3536 1.4282
F4 3.1511 -1.6668 1.2860
P1 0.2691 -2.9964 0.3631
Cl1 3.1158 -1.9036 -1.2409
I1 4.6318 0.6100 0.2384
H1 -0.7716 1.2020 -0.0233
H2 0.6266 2.2957 -0.0708
H3 -0.2939 1.9700 -1.5542
H4 -0.9778 -2.3766 0.2306
H5 0.2656 -2.8170 1.7532

Atoms 1-3, force components in eV/Å:
0.2818 -0.2107 -0.0173
-0.7373 0.0452 -0.5582
-0.7292 -0.1833 0.8068

Energy relative to the best compared isomer or geometry (same formula, charge and spin) = 139.8 kJ/mol
HOMO (alpha / beta) = -9.4003 / -9.0286 eV
Calculated total energy = -45007.613 eV
Frontier orbital gap (alpha / beta) = 8.00 / 7.12 eV
Maximum force = 0.0237 hartree/bohr